<1>
# C4H16B2CsO2S

C4H16B2CsO2S as an isolated structure (ωB97M-V with the def2-TZVPD basis set, OMol25).

Structure (XYZ):
```
26
Properties=species:S:1:pos:R:3
Cs -1.300 -0.373 -1.298
B -3.527 -0.168 -2.277
H -2.947 -0.486 -3.130
H -4.507 0.024 -2.685
H -3.732 -0.949 -1.561
H -3.126 0.683 -1.749
B -2.143 -1.219 0.641
H -1.088 -1.301 0.428
H -2.287 -1.778 1.552
H -2.409 -0.180 0.757
H -2.762 -1.584 -0.163
C 1.855 1.819 0.876
C 2.229 0.686 1.917
C 1.680 -0.640 1.339
S 1.815 -0.516 -0.522
O 0.443 -0.669 -1.102
O 2.938 -1.353 -1.004
C 2.407 1.238 -0.477
H 2.315 2.779 1.109
H 0.774 1.931 0.795
H 1.818 0.840 2.915
H 3.275 0.599 2.210
H 0.611 -0.701 1.542
H 2.048 -1.560 1.792
H 2.125 1.719 -1.414
H 3.494 1.160 -0.494
```

Computed properties:
Total charge: -1
Orbital gap, eV: 4.427
HOMO energy, Ha: -0.0894
Molecular weight, g/mol: 282.766

=====

<2>
# C4H16B2CsO2S

C4H16B2CsO2S as an isolated structure (ωB97M-V with the def2-TZVPD basis set, OMol25).

Structure (XYZ):
```
26
Properties=species:S:1:pos:R:3
Cs 6.862 14.600 12.787
B 8.439 16.165 15.263
H 7.470 15.587 15.705
H 8.126 16.731 14.245
H 8.894 16.968 16.047
H 9.259 15.319 15.018
B 9.808 15.048 11.356
H 9.752 13.871 11.089
H 10.643 15.644 10.711
H 8.726 15.546 11.210
H 10.121 15.139 12.508
C 3.250 15.977 12.462
C 2.165 14.939 12.739
C 1.881 14.249 11.413
S 2.046 15.548 10.179
O 0.740 15.942 9.725
O 3.053 15.188 9.226
C 2.696 16.785 11.304
H 4.100 15.426 12.029
H 3.629 16.549 13.303
H 1.241 15.481 12.996
H 2.316 14.287 13.597
H 0.912 13.768 11.325
H 2.664 13.517 11.200
H 1.877 17.445 11.595
H 3.380 17.396 10.714
```

Computed properties:
Total charge: -1
Orbital gap, eV: 6.412
HOMO energy, Ha: -0.1793
Molecular weight, g/mol: 282.766

=====

The structure with the greatest stability is <2>.

=====

<1>
# C22H22MoN5OS8

C22H22MoN5OS8 as an isolated structure (ωB97M-V with the def2-TZVPD basis set, OMol25).

Structure (XYZ):
```
59
Properties=species:S:1:pos:R:3
Mo 0.844 1.210 -1.145
C 0.220 -1.220 2.567
C 0.793 -0.645 1.307
N 0.062 -0.241 0.325
N -1.303 -0.560 0.393
C -1.902 -0.332 -0.716
S -1.215 0.324 -2.164
S -3.641 -0.644 -0.837
C -3.910 -1.884 0.450
C -3.510 -3.276 0.054
C -4.258 -3.979 -0.885
C -3.894 -5.259 -1.266
C -2.768 -5.854 -0.713
C -2.017 -5.162 0.222
C -2.389 -3.881 0.603
C 2.250 -0.544 1.201
C 3.068 -0.618 2.341
C 4.434 -0.724 2.228
C 5.002 -0.816 0.950
C 4.223 -0.751 -0.178
C 2.837 -0.553 -0.076
O 2.112 -0.400 -1.165
H -0.852 -1.355 2.504
H 0.714 -2.155 2.829
H 0.427 -0.503 3.366
H -3.398 -1.562 1.355
H -4.985 -1.842 0.635
H -5.126 -3.512 -1.331
H -4.485 -5.790 -1.999
H -2.475 -6.849 -1.017
H -1.132 -5.612 0.649
H -1.797 -3.335 1.320
H 2.618 -0.571 3.322
H 5.057 -0.735 3.110
H 6.074 -0.916 0.849
H 4.655 -0.785 -1.168
N -2.463 2.999 -0.751
C -2.075 4.059 -1.659
C -0.977 3.645 -2.609
N 0.266 3.317 -1.908
H -2.832 2.188 -1.237
H -3.140 3.322 -0.073
H -1.714 4.897 -1.052
H -2.892 4.455 -2.287
H -0.806 4.484 -3.295
H -1.268 2.783 -3.214
H 0.398 3.906 -1.078
H 1.069 3.486 -2.516
S 4.160 3.564 4.978
C 3.380 3.282 3.540
S 1.679 3.060 3.405
C 1.596 2.815 1.682
C 2.778 2.840 1.033
S 2.969 2.491 -0.671
S 4.176 3.130 2.030
S 0.038 2.542 0.920
S 2.127 1.474 -5.808
C 1.738 1.331 -4.243
N 1.462 1.259 -3.106
```

Computed properties:
Total charge: -1
Orbital gap (alpha / beta), eV: 6.561 / 6.408
Expectation value of S²: 2.0231
Multiplicity: 3
HOMO energy (alpha / beta), Ha: -0.1608 / -0.1621
Molecular weight, g/mol: 724.928

=====

<2>
# C22H22MoN5OS8

C22H22MoN5OS8 as an isolated structure (ωB97M-V with the def2-TZVPD basis set, OMol25).

Structure (XYZ):
```
59
Properties=species:S:1:pos:R:3
Mo -0.111 0.028 -0.142
C -1.334 -1.461 3.737
C -0.528 -0.389 3.058
N -0.787 -0.126 1.815
N -1.783 -0.849 1.150
C -2.515 -0.064 0.343
S -2.126 1.556 -0.056
S -3.844 -0.806 -0.519
C -4.287 -2.195 0.580
C -5.341 -1.812 1.581
C -6.639 -2.292 1.456
C -7.620 -1.930 2.369
C -7.313 -1.078 3.418
C -6.021 -0.585 3.545
C -5.045 -0.949 2.632
C 0.464 0.357 3.802
C 1.207 -0.317 4.797
C 2.077 0.331 5.630
C 2.184 1.732 5.530
C 1.461 2.430 4.607
C 0.585 1.794 3.659
O -0.027 2.479 2.791
H -1.334 -2.369 3.135
H -2.370 -1.134 3.834
H -0.954 -1.660 4.733
H -3.365 -2.533 1.048
H -4.643 -2.990 -0.074
H -6.884 -2.957 0.637
H -8.626 -2.314 2.258
H -8.077 -0.793 4.130
H -5.773 0.091 4.353
H -4.047 -0.537 2.721
H 1.121 -1.395 4.867
H 2.667 -0.219 6.350
H 2.851 2.265 6.198
H 1.537 3.507 4.531
N 1.346 1.361 0.790
C 2.318 1.948 -0.145
C 1.557 2.289 -1.406
N 0.881 1.039 -1.800
H 0.788 2.056 1.334
H 1.837 0.816 1.496
H 3.061 1.183 -0.382
H 2.809 2.820 0.290
H 2.227 2.636 -2.194
H 0.804 3.057 -1.211
H 1.627 0.387 -2.166
H 0.212 1.188 -2.549
S 1.404 -6.255 -3.193
C 1.695 -4.753 -2.573
S 1.118 -4.219 -1.044
C 1.819 -2.614 -1.061
C 2.523 -2.260 -2.165
S 3.333 -0.781 -2.552
S 2.599 -3.529 -3.381
S 1.536 -1.653 0.378
S -1.598 -2.638 -3.849
C -1.103 -1.743 -2.628
N -0.738 -1.078 -1.724
```

Computed properties:
Total charge: -1
Orbital gap (alpha / beta), eV: 5.964 / 5.424
Expectation value of S²: 2.0220
Multiplicity: 3
HOMO energy (alpha / beta), Ha: -0.1546 / -0.1552
Molecular weight, g/mol: 724.928

=====

The structure with the greatest stability is <1>.